(1)
{
  "formula": "CH7N2",
  "method": "ωB97M-V/def2-TZVPD",
  "elements": ["N", "H", "H", "H", "H", "C", "N", "H", "H", "H"],
  "positions_angstrom": [[-1.87, 0.44, 0.53], [-2.70, 0.08, 0.13], [-2.06, 0.16, 1.46], [0.03, 0.27, -0.11], [-1.92, 1.46, 0.67], [1.96, -0.74, -0.39], [0.89, -0.13, -0.54], [2.92, -0.40, -0.79], [1.97, -1.44, 0.51], [0.78, 0.28, -1.46]],
  "de_lowest_ev": 1.587,
  "charge": 1,
  "lumo_ev": -5.68
}

---

(2)
{
  "formula": "C28H29FeN4O4S2",
  "method": "ωB97M-V/def2-TZVPD",
  "elements": ["Fe", "C", "N", "C", "C", "C", "N", "C", "C", "C", "C", "C", "C", "C", "O", "C", "C", "C", "N", "C", "C", "C", "C", "C", "C", "C", "O", "H", "H", "H", "H", "H", "H", "H", "H", "H", "H", "H", "H", "H", "H", "H", "H", "H", "H", "H", "H", "H", "H", "H", "H", "H", "O", "S", "O", "N", "C", "S", "C", "C", "C", "C", "C", "C", "H", "H", "H", "H"],
  "positions_angstrom": [[0.34, 0.74, 0.25], [2.38, 2.80, -0.86], [1.23, 2.16, -1.53], [0.35, 3.22, -2.04], [-1.08, 2.82, -2.36], [-1.94, 2.52, -1.13], [-1.67, 1.20, -0.58], [-2.62, 0.35, -0.58], [-2.60, -0.99, -0.07], [-3.64, -1.86, -0.47], [-3.72, -3.15, -0.03], [-2.73, -3.62, 0.86], [-1.72, -2.80, 1.30], [-1.61, -1.44, 0.86], [-0.68, -0.69, 1.30], [1.82, 1.34, -2.60], [0.94, 0.39, -3.43], [0.10, -0.60, -2.61], [0.72, -0.80, -1.32], [1.22, -1.93, -1.01], [2.00, -2.19, 0.17], [2.35, -3.52, 0.44], [3.13, -3.86, 1.52], [3.59, -2.84, 2.36], [3.28, -1.53, 2.11], [2.46, -1.14, 1.02], [2.20, 0.12, 0.83], [3.01, 3.34, -1.58], [2.97, 2.03, -0.36], [2.03, 3.50, -0.10], [0.82, 3.67, -2.94], [0.31, 4.00, -1.28], [-1.13, 1.98, -3.05], [-1.54, 3.67, -2.88], [-3.00, 2.60, -1.39], [-1.72, 3.25, -0.35], [-3.58, 0.65, -1.04], [-4.40, -1.47, -1.15], [-4.52, -3.81, -0.35], [-2.78, -4.64, 1.22], [-0.97, -3.15, 1.99], [2.59, 0.74, -2.13], [2.33, 2.01, -3.31], [1.65, -0.17, -4.04], [0.31, 0.93, -4.13], [-0.02, -1.54, -3.16], [-0.89, -0.19, -2.43], [1.08, -2.78, -1.69], [1.98, -4.29, -0.23], [3.38, -4.90, 1.72], [4.22, -3.09, 3.21], [3.65, -0.73, 2.76], [-1.29, 3.96, 6.21], [-1.76, 2.97, 5.27], [-3.14, 2.58, 5.36], [-1.38, 3.42, 3.73], [-0.50, 2.62, 3.20], [0.17, 2.84, 1.65], [-0.08, 1.47, 4.08], [0.79, 0.43, 3.79], [1.01, -0.52, 4.78], [0.38, -0.43, 6.02], [-0.49, 0.61, 6.31], [-0.71, 1.54, 5.31], [1.26, 0.37, 2.82], [1.67, -1.35, 4.58], [0.58, -1.19, 6.77], [-0.99, 0.69, 7.26]],
  "multiplicity": 5,
  "charge": -1,
  "lumo_ev": [2.55, 2.54]
}

---

(3)
{
  "formula": "C2H3OP",
  "method": "ωB97M-V/def2-TZVPD",
  "elements": ["C", "C", "O", "P", "H", "H", "H"],
  "positions_angstrom": [[-0.19, 1.85, 0.51], [-1.26, 1.47, 0.85], [1.63, -3.18, -1.05], [1.33, -1.84, -0.56], [0.54, 2.06, -0.20], [-0.02, -1.70, -1.10], [-2.03, 1.34, 1.55]],
  "de_lowest_ev": 2.538,
  "smiles": "C#C.O=P",
  "lumo_ev": -0.92
}

---

(4)
{
  "formula": "C15H18NO2",
  "method": "ωB97M-V/def2-TZVPD",
  "elements": ["C", "O", "C", "C", "C", "C", "C", "C", "C", "C", "C", "C", "C", "C", "C", "H", "H", "H", "H", "H", "H", "H", "H", "H", "H", "H", "H", "H", "C", "N", "O", "H", "H", "H", "H", "H"],
  "positions_angstrom": [[-3.34, -3.33, 2.58], [-2.12, -3.70, 1.90], [-1.56, -2.80, 1.06], [-0.28, -3.13, 0.56], [0.38, -2.23, -0.25], [-0.19, -0.96, -0.60], [0.61, -0.11, -1.40], [0.43, 1.26, -1.75], [1.28, 1.79, -2.77], [1.21, 3.12, -3.16], [0.27, 3.97, -2.55], [-0.57, 3.48, -1.54], [-0.49, 2.15, -1.13], [-1.52, -0.71, -0.16], [-2.18, -1.58, 0.68], [-3.57, -4.19, 3.21], [-3.18, -2.43, 3.20], [-4.15, -3.15, 1.87], [0.16, -4.09, 0.83], [1.37, -2.48, -0.64], [1.48, -0.59, -1.85], [2.01, 1.11, -3.22], [1.88, 3.50, -3.93], [0.21, 5.02, -2.86], [-1.29, 4.15, -1.06], [-1.11, 1.81, -0.31], [-2.05, 0.19, -0.48], [-3.18, -1.35, 1.05], [2.54, -0.07, 2.05], [1.95, 1.16, 1.59], [2.90, 1.68, 0.64], [1.84, -0.52, 2.75], [2.77, -0.77, 1.24], [3.46, 0.19, 2.58], [1.12, 0.96, 1.03], [2.91, 2.63, 0.84]],
  "de_lowest_ev": 0.000,
  "charge": 1,
  "lumo_ev": -5.68
}

---

(5)
{
  "formula": "C3H7N3S",
  "method": "ωB97M-V/def2-TZVPD",
  "elements": ["C", "C", "C", "H", "H", "H", "H", "H", "H", "H", "N", "N", "N", "S"],
  "positions_angstrom": [[2.66, -0.14, -0.45], [0.54, -1.21, 0.07], [-1.65, -0.37, 0.43], [2.66, 0.57, -1.29], [3.42, 0.17, 0.29], [2.91, -1.13, -0.80], [0.30, 1.52, 0.16], [1.72, 1.56, 1.07], [1.02, -2.09, -0.35], [-2.42, -0.54, 1.18], [1.35, -0.15, 0.19], [0.90, 1.01, 0.81], [-0.69, -1.30, 0.47], [-1.87, 0.83, -0.68]],
  "de_lowest_ev": 2.109,
  "smiles": "CN(N)/C=N\\C=S",
  "lumo_ev": 0.49
}

---

(6)
{
  "formula": "C5H31NO13",
  "method": "ωB97M-V/def2-TZVPD",
  "elements": ["C", "C", "N", "C", "C", "C", "O", "O", "H", "H", "H", "H", "H", "H", "H", "H", "H", "H", "H", "O", "H", "H", "O", "H", "H", "O", "H", "H", "O", "H", "H", "O", "H", "H", "O", "H", "H", "O", "H", "H", "O", "H", "H", "O", "H", "H", "O", "H", "H", "O"],
  "positions_angstrom": [[-0.39, 2.70, 0.97], [-1.29, 1.55, 1.28], [-1.01, 0.41, 0.59], [0.43, -1.42, -0.14], [0.06, 0.09, -0.37], [-0.35, 0.37, -1.80], [-1.51, 0.43, -2.13], [-2.20, 1.60, 2.10], [-0.40, 3.35, 1.85], [-0.76, 3.14, 0.04], [0.66, 2.52, 0.75], [-1.61, -0.38, 0.78], [-0.22, -2.08, -0.71], [1.46, -1.48, -0.49], [0.30, -1.73, 0.89], [0.87, 0.77, -0.09], [0.47, 0.64, -2.46], [2.38, -0.57, 1.82], [3.70, -1.08, 2.43], [3.21, -1.05, 1.61], [-1.07, -1.39, 4.36], [-0.60, -2.32, 3.32], [-0.31, -1.95, 4.16], [2.65, -1.70, -2.05], [2.92, -1.90, -3.57], [2.30, -2.09, -2.87], [1.12, -0.22, 3.60], [0.20, 0.07, 2.34], [1.06, 0.23, 2.75], [-0.45, -1.91, -4.27], [0.55, -1.60, -3.25], [-0.11, -1.14, -3.81], [-3.01, -0.60, 3.02], [-3.17, -1.81, 2.30], [-2.43, -1.27, 2.62], [1.85, 2.96, -2.20], [2.57, 2.65, -0.90], [2.61, 2.47, -1.85], [-0.99, 2.73, -2.89], [0.38, 2.26, -3.18], [-0.09, 2.81, -2.54], [-3.28, -1.55, 0.03], [-2.48, -1.24, -1.21], [-2.51, -1.86, -0.47], [-4.14, 0.74, 1.28], [-3.99, 0.61, -0.18], [-4.03, 0.06, 0.61], [3.39, 0.36, -1.17], [3.73, -0.66, 0.04], [3.57, -0.55, -0.93]],
  "de_lowest_ev": 2.203,
  "smiles": "CC(=O)N[C@@H](C)C=O.O.O.O.O.O.O.O.O.O.O.O",
  "lumo_ev": 0.21
}

---

- Number 1 is which compound?
  CH7N2